# C35H43ClP2Si2Tl

C35H43ClP2Si2Tl as an isolated structure in a non-equilibrium geometry (the ωB97M-V functional and the def2-TZVPD basis, OMol25).

For the gap between HOMO and LUMO, the calculation gives 3.678 eV. Its HOMO energy is -8.492 eV. The total energy comes out at -88532.068 eV.

```
! wB97M-V def2-TZVPD RIJCOSX def2/J DEFGRID3
* xyz 1 1
C -3.47874 -1.75992 3.60808
C -2.23110 -1.21177 4.03095
C -2.24011 0.18475 3.75916
H -1.42623 -1.77438 4.51098
C -3.50681 0.50414 3.17732
C -4.26701 -0.69562 3.07926
H -5.28288 -0.79325 2.69979
H -3.79583 -2.80103 3.71733
H -1.44575 0.88819 3.99891
H -3.84714 1.50215 2.89933
Tl -2.10247 -0.17175 0.70419
Si 1.20566 -0.36310 -1.96282
C 2.18484 -0.64415 -0.34383
C 3.39883 -1.31524 -0.57200
H 3.71653 -1.50944 -1.59964
C 4.16367 -1.76084 0.51669
H 5.07745 -2.34515 0.31607
C 3.74657 -1.50483 1.83365
H 4.31597 -1.91926 2.68120
C 2.56640 -0.76995 2.07401
H 2.22650 -0.58125 3.09478
C 1.79134 -0.33953 0.98411
H 0.87183 0.23669 1.18658
C 0.52832 2.19620 -0.53416
C 1.07841 2.74861 0.62368
H 2.07998 2.48244 0.97935
C 0.35060 3.70352 1.32138
H 0.84994 4.26539 2.10653
C -0.96995 3.95553 0.94446
H -1.53523 4.72907 1.44955
C -1.59784 3.22036 -0.06979
H -2.66581 3.33669 -0.26758
C -0.85436 2.32612 -0.84501
H -1.31268 1.78923 -1.69049
H -0.18874 -0.14182 -1.43353
Si 2.01990 2.12456 -1.62317
C 1.92273 3.90550 -2.27621
C 2.88123 4.86851 -1.95396
H 3.92729 4.58081 -1.79629
C 2.47125 6.18649 -1.70031
H 3.18721 6.92047 -1.31893
C 1.13255 6.54608 -1.86930
H 0.78560 7.54298 -1.59399
C 0.22852 5.63428 -2.42863
H -0.81350 5.91424 -2.58751
C 0.65680 4.34029 -2.71049
H -0.05734 3.61866 -3.09480
C 3.98730 1.88433 -1.27794
C 4.59436 2.19025 -0.05797
H 4.05973 2.70678 0.72938
C 5.89992 1.75594 0.25001
H 6.28392 1.87861 1.25866
C 6.69619 1.10626 -0.68486
H 7.69280 0.72084 -0.42424
C 6.14781 0.92482 -1.95799
H 6.74451 0.40916 -2.69751
C 4.83506 1.31900 -2.25717
H 4.46144 1.10509 -3.26443
H 1.48497 0.54120 -3.09069
Cl 0.68640 -2.06527 -3.03527
C -4.23335 -1.70556 -2.70463
P -3.77751 -2.36530 -1.05763
C -5.43159 -2.89589 -0.45145
C -3.07056 -4.00168 -1.61502
C -2.12704 -4.61258 -0.56636
P -2.56455 -4.01774 1.13848
C -1.01015 -4.43722 2.00566
C -3.61488 -5.44018 1.66070
H -4.49515 -0.64705 -2.57882
H -5.09061 -2.24380 -3.13139
H -3.36740 -1.78049 -3.37614
H -5.39129 -3.64479 0.35011
H -5.92333 -1.99736 -0.05414
H -6.04924 -3.27846 -1.27506
H -3.88129 -4.69703 -1.88228
H -2.49790 -3.80783 -2.53389
H -2.17291 -5.71347 -0.55668
H -1.08455 -4.30490 -0.75619
H -1.12391 -4.25636 3.08384
H -0.76111 -5.49733 1.85201
H -0.19045 -3.81290 1.61825
H -3.80344 -5.36476 2.74032
H -4.57477 -5.42746 1.13135
H -3.08382 -6.37653 1.44404
*
```

***

# C19H56O11S9

A 9-piece molecular cluster, C19H56O11S9 overall in a non-equilibrium geometry (the ωB97M-V functional and the def2-TZVPD basis, OMol25).

For the gap between HOMO and LUMO, the calculation gives 8.954 eV. Its HOMO energy is -8.651 eV. The total energy comes out at -140643.781 eV.

```
! wB97M-V def2-TZVPD RIJCOSX def2/J DEFGRID3
* xyz 0 1
O -2.53056 3.48516 -0.56366
S -3.26126 2.80649 -1.61056
O -3.29057 1.36221 -1.54895
O -4.76006 3.43940 -1.71600
C -5.73360 2.63448 -2.37613
C -6.98718 2.56664 -1.52488
C -2.59257 3.30216 -3.21032
H -5.35197 1.66310 -2.69874
H -5.99493 3.09243 -3.33918
H -6.86020 2.13528 -0.53251
H -7.89287 2.21566 -2.01229
H -7.19406 3.62209 -1.29899
H -1.52776 3.08617 -3.16464
H -2.75147 4.37789 -3.27372
H -3.06972 2.78715 -4.03765
C 4.64083 1.55804 -0.74402
S 4.07476 2.31206 -2.31160
O 3.26791 1.29453 -3.09370
C 2.99148 3.56313 -1.56081
H 3.80297 1.51845 -0.04030
H 5.45451 2.12249 -0.29726
H 4.89490 0.51710 -0.92710
H 2.58547 4.22869 -2.31536
H 3.51247 4.07981 -0.75462
H 2.15475 3.07566 -1.04881
C 3.24088 -1.52642 -2.04180
S 2.23330 -2.99827 -1.72713
O 0.85609 -2.83691 -2.29398
C 3.18699 -4.07739 -2.81132
H 4.29631 -1.67245 -1.80379
H 2.92242 -0.68456 -1.43304
H 3.21446 -1.20909 -3.08463
H 2.72675 -5.06461 -2.75293
H 4.22710 -4.14513 -2.50238
H 3.09307 -3.73378 -3.84227
C -0.31649 3.08120 5.44792
S 0.02623 2.19534 3.89779
O -0.49266 3.05001 2.76440
C 1.83795 2.49846 3.87156
H 0.16602 4.03880 5.62509
H 0.06436 2.31746 6.14263
H -1.36376 3.17086 5.73188
H 2.17360 2.01890 2.95090
H 2.26295 2.00151 4.74299
H 2.05813 3.56074 3.81329
C -0.91385 -5.53040 -1.07839
S -1.67545 -4.21790 -0.06129
O -3.07615 -4.70155 0.14505
C -0.70508 -4.58566 1.42331
H -1.46336 -5.56635 -2.01633
H -1.00183 -6.48916 -0.56799
H 0.13077 -5.31171 -1.29831
H -0.91430 -5.63407 1.64895
H -0.90936 -3.98343 2.30443
H 0.35554 -4.50266 1.17326
C 3.82855 -1.41696 3.69585
S 5.28242 -1.04241 2.70842
O 6.46353 -1.62302 3.43152
C 4.81599 -2.02167 1.24497
H 3.53342 -2.46481 3.68744
H 2.99239 -0.80257 3.35548
H 4.08306 -1.05525 4.69161
H 3.75548 -1.83063 1.07585
H 4.92010 -3.09113 1.43824
H 5.38677 -1.70013 0.38006
C -0.04261 -1.11795 -5.30774
S -0.02067 -0.26408 -3.69321
O -0.49454 1.14181 -3.98306
C -1.47078 -1.22549 -3.10276
H 0.76819 -0.75084 -5.93434
H -1.00368 -1.02111 -5.80641
H 0.14656 -2.17259 -5.09673
H -2.38967 -1.07754 -3.67074
H -1.69971 -0.97415 -2.06408
H -1.26000 -2.29309 -3.06153
C -3.38540 1.00592 1.83457
S -3.69357 -0.04422 3.27953
O -2.58330 -1.05517 3.36803
C -3.56351 1.26103 4.55032
H -4.24535 1.60991 1.54471
H -3.07719 0.39714 0.98731
H -2.59084 1.73497 2.02953
H -3.81615 0.78672 5.49728
H -4.28287 2.05005 4.33877
H -2.56271 1.68905 4.61633
C 0.24739 1.07483 -0.28053
S 1.05081 -0.41556 0.38733
O 2.27281 0.12444 1.12196
C -0.17251 -0.86015 1.64158
H 0.30118 1.78999 0.54312
H -0.80930 0.90891 -0.49119
H 0.82741 1.32662 -1.16491
H -1.16735 -1.07540 1.25327
H -0.28298 -0.07153 2.37559
H 0.11669 -1.74199 2.21252
*
```

***

# C38H34FGaN6O7S3

C38H34FGaN6O7S3 as an isolated structure in a non-equilibrium geometry (the ωB97M-V functional and the def2-TZVPD basis, OMol25).

For the gap between HOMO and LUMO, the calculation gives 6.334 eV. Its HOMO energy is -7.379 eV. The total energy comes out at -150831.401 eV. The energy relative to the best compared isomer or geometry (same formula, charge and spin) is 206.6 kJ/mol.

```
! wB97M-V def2-TZVPD RIJCOSX def2/J DEFGRID3
* xyz 0 1
Ga -0.90210 -1.57171 0.21365
S -0.22470 -1.23484 2.39505
C -0.31159 0.49493 2.34677
N -0.39748 1.18347 3.42856
N -0.25944 2.54319 3.38524
C 0.74650 3.27862 2.75601
C 1.85339 2.69642 2.13778
C 2.86290 3.50311 1.63993
C 2.78597 4.88618 1.72171
C 1.67436 5.46302 2.32011
C 0.66347 4.66988 2.83456
N -0.29365 1.21376 1.13328
N -0.68182 0.65584 0.10761
C -0.61195 1.49067 -1.05998
C 0.00965 2.73478 -1.00793
C 0.10925 3.48876 -2.16262
C -0.40286 3.00755 -3.36141
C -1.02129 1.76572 -3.39942
C -1.12777 1.00294 -2.24952
H -0.64749 2.97556 4.20770
H 1.94145 1.62251 2.06364
H 3.72845 3.03724 1.18327
H 3.58315 5.50261 1.33362
H 1.59033 6.53889 2.38821
H -0.20329 5.12412 3.29709
H 0.41658 3.09773 -0.07426
H 0.60031 4.45048 -2.12662
H -0.31751 3.59828 -4.26231
H -1.42411 1.38472 -4.32611
H -1.62226 0.04113 -2.27488
C 6.02933 -4.20067 -1.83983
C 5.72936 -3.67896 -0.44049
C 6.82837 -2.79275 0.12843
C 6.97704 -1.52292 -0.69612
C 5.64436 -0.85171 -0.88381
C 5.56623 0.48734 -1.19303
C 4.32743 1.11044 -1.33181
F 4.31348 2.41902 -1.64999
C 3.15119 0.44297 -1.14321
C 3.20455 -0.92505 -0.83969
C 1.95762 -1.66161 -0.65565
O 0.86917 -1.04203 -0.78072
C 2.07209 -3.04071 -0.36562
C 3.31601 -3.60161 -0.28781
N 4.46214 -2.93265 -0.44486
C 4.44147 -1.57393 -0.72428
C 0.88416 -3.94161 -0.14029
O 1.05338 -5.14380 -0.14358
O -0.24259 -3.34967 0.06711
H 6.97438 -4.74115 -1.84433
H 6.09022 -3.38775 -2.56106
H 5.24480 -4.87934 -2.16997
H 5.57151 -4.52508 0.23087
H 7.76195 -3.35464 0.14188
H 6.58027 -2.53720 1.16096
H 7.41638 -1.75401 -1.66938
H 7.66026 -0.82926 -0.20434
H 6.46688 1.07207 -1.32858
H 2.19469 0.93752 -1.23263
H 3.38957 -4.66581 -0.10155
O -4.00695 -1.58567 2.38733
C -3.91690 -2.11487 1.30428
N -2.73924 -2.38025 0.63911
S -2.98290 -2.89456 -0.87887
O -2.71047 -4.24885 -1.23360
O -2.12578 -1.89010 -1.57113
C -4.73868 -2.75846 -0.85964
C -5.64542 -3.21611 -1.79407
C -6.95584 -3.38943 -1.37307
C -7.32420 -3.13853 -0.05317
C -6.39380 -2.69017 0.87320
C -5.08890 -2.51299 0.45313
H -5.34876 -3.42758 -2.81043
H -7.69459 -3.75178 -2.07402
H -8.34522 -3.31533 0.25460
H -6.65735 -2.49248 1.90264
O -4.51931 0.04434 -0.44385
S -3.83250 1.35354 -0.22504
C -5.15361 2.61864 -0.30898
C -5.19071 3.35140 1.02658
C -4.87420 2.28864 2.07716
C -3.61748 1.60104 1.56836
H -6.04876 2.01724 -0.47113
H -4.98098 3.25911 -1.17086
H -6.15566 3.83247 1.18755
H -4.42407 4.13093 1.04903
H -5.68636 1.56143 2.13591
H -4.72940 2.70843 3.07221
H -3.42656 0.61933 2.00599
H -2.73752 2.23962 1.68546
*
```

***

- The highest gap between HOMO and LUMO belongs to which entry?
  C19H56O11S9